The following is a DFT calculation (the ωB97M-V functional and the def2-TZVPD basis) of a structure of composition C2H27O12Pb2 at a distorted geometry.

```
43
C2H27O12Pb2 (the ωB97M-V functional and the def2-TZVPD basis)
Pb -2.37 -3.80 6.29
Pb -1.25 3.50 5.42
O -2.87 3.80 -3.87
O 0.79 -6.33 3.49
O -1.32 7.07 1.93
O 5.95 1.82 -0.19
O -0.59 -1.05 1.94
O 6.28 -1.92 -3.70
O -3.74 -0.50 -6.75
O 4.75 -0.83 3.71
O -4.46 -7.06 2.81
O 1.65 4.83 -2.62
O 2.81 4.22 2.71
O -8.35 -0.22 0.75
C -0.88 -0.93 0.58
C -0.26 -1.99 -0.24
H -0.71 -2.94 0.06
H 3.61 3.69 2.71
H -3.12 -1.23 -6.74
H 0.83 -1.99 -0.21
H -1.96 -0.95 0.43
H 5.71 -2.58 -3.29
H -1.81 7.86 1.68
H 2.25 4.15 -2.93
H -2.95 2.89 -4.14
H -0.46 -1.91 -1.31
H -8.09 0.37 0.04
H 3.80 -0.91 3.63
H -3.68 -0.15 -7.64
H 1.87 5.60 -3.15
H -2.07 3.82 -3.34
H -4.23 -7.97 2.98
H -4.75 -7.05 1.90
H 1.29 -7.06 3.12
H 6.97 -2.43 -4.13
H 5.02 -0.41 2.89
H 6.58 2.54 -0.26
H -8.18 -1.10 0.41
H -1.10 6.66 1.09
H 6.02 1.36 -1.02
H 2.84 4.69 1.87
H -0.64 0.08 0.23
H 0.84 -5.64 2.82
```

Properties
**Charge**: +3
**HOMO-LUMO gap**: 2.12 eV
**Maximum force**: 0.060 Eh/bohr
**2S+1**: 1
**LUMO**: -13.25 eV

The following is a DFT calculation (the ωB97M-V functional and the def2-TZVPD basis) of a structure of composition C2H29HfO13 at a distorted geometry.

```
45
C2H29HfO13 (the ωB97M-V functional and the def2-TZVPD basis)
Hf 32.28 -6.85 12.31
O 35.61 -9.80 11.45
O 29.22 -9.84 11.33
O 33.01 -14.10 12.68
O 35.25 -8.03 15.17
O 33.22 -9.14 17.89
O 33.02 -8.94 13.36
O 31.31 -10.20 9.79
O 30.87 -11.97 16.61
O 30.33 -7.86 13.16
O 32.14 -6.43 14.66
O 28.71 -12.50 14.71
O 31.57 -14.87 15.27
O 28.67 -12.73 11.95
C 32.93 -10.32 13.71
C 31.58 -10.97 13.33
H 31.39 -10.90 12.26
H 32.06 -15.47 15.83
H 29.00 -11.86 11.73
H 32.00 -9.55 9.62
H 32.41 -14.27 11.95
H 28.80 -9.03 11.05
H 31.20 -11.58 17.42
H 32.13 -14.73 14.51
H 30.76 -10.40 13.76
H 30.31 -8.12 14.08
H 35.38 -8.07 16.11
H 34.32 -8.20 15.04
H 29.64 -12.48 14.95
H 31.76 -6.90 15.40
H 33.83 -13.84 12.27
H 31.69 -11.03 9.51
H 32.37 -5.57 15.02
H 33.38 -9.84 17.26
H 28.27 -12.85 15.48
H 29.94 -9.97 10.71
H 34.94 -9.74 12.14
H 31.60 -12.00 13.69
H 33.70 -10.93 13.25
H 36.31 -10.32 11.85
H 31.51 -12.64 16.38
H 32.46 -9.43 18.39
H 28.89 -12.85 12.87
H 29.49 -8.15 12.81
H 33.11 -10.46 14.78
```

Properties
**Charge**: +2
**HOMO-LUMO gap (spin up / spin down)**: 3.46 / 3.24 eV
**Maximum force**: 0.160 Eh/bohr
**2S+1**: 2
**LUMO (spin up / spin down)**: -10.97 / -11.19 eV
**<S²>**: 0.77

The following is a DFT calculation (the ωB97M-V functional and the def2-TZVPD basis) of a structure of composition C2H2AuFO at a distorted geometry.

```
7
C2H2AuFO (the ωB97M-V functional and the def2-TZVPD basis)
Au 2.59 0.82 -0.02
F 0.50 1.64 -0.19
O 1.26 -0.40 0.30
C 0.06 -0.10 0.28
C -1.15 -0.55 -0.01
H -1.25 -1.48 -0.56
H -2.02 0.07 0.19
```

Properties
**Charge**: +1
**HOMO-LUMO gap (spin up / spin down)**: 6.24 / 7.91 eV
**Maximum force**: 0.189 Eh/bohr
**2S+1**: 4
**LUMO (spin up / spin down)**: -6.78 / -9.52 eV
**<S²>**: 3.77

The following is a DFT calculation (the ωB97M-V functional and the def2-TZVPD basis) of a structure of composition C2H2BaO2 at a distorted geometry.

```
7
C2H2BaO2 (the ωB97M-V functional and the def2-TZVPD basis)
Ba 2.60 1.01 0.17
O 0.17 1.30 -0.65
O 0.94 -0.88 0.65
C -0.29 -0.75 0.33
C -0.71 0.44 -0.32
H -1.66 0.35 -0.87
H -1.04 -1.48 0.69
```

Properties
**Charge**: +1
**HOMO-LUMO gap (spin up / spin down)**: 6.47 / 8.62 eV
**Maximum force**: 0.042 Eh/bohr
**2S+1**: 2
**LUMO (spin up / spin down)**: -4.81 / -4.82 eV
**<S²>**: 0.75

The following is a DFT calculation (the ωB97M-V functional and the def2-TZVPD basis) of a cluster of 2 separate species, C2H2Br2ClF in total at a distorted geometry.

```
8
C2H2Br2ClF (the ωB97M-V functional and the def2-TZVPD basis)
Br 0.66 -1.12 -1.77
Br 2.12 2.01 -1.03
Cl 2.94 -0.22 0.87
F 0.33 1.61 1.93
C 1.74 0.61 0.07
C 0.39 -0.07 -0.18
H -0.32 0.81 -0.57
H 0.05 -0.72 0.68
```

Properties
**HOMO-LUMO gap**: 7.19 eV
**Maximum force**: 0.060 Eh/bohr
**2S+1**: 1
**LUMO**: -2.63 eV

The following is a DFT calculation (the ωB97M-V functional and the def2-TZVPD basis) of a structure of composition C2H2Br2INO at a distorted geometry.

```
9
C2H2Br2INO (the ωB97M-V functional and the def2-TZVPD basis)
I -2.35 -1.91 -3.35
Br -3.41 -0.72 -0.31
Br -1.86 1.19 -2.29
O -0.21 -2.22 -1.15
N -0.05 -0.22 0.06
C -1.96 -0.58 -1.62
C -0.57 -1.06 -0.86
H 0.81 -0.68 0.36
H -0.16 0.86 0.21
```

Properties
**HOMO-LUMO gap**: 9.08 eV
**Maximum force**: 0.070 Eh/bohr
**2S+1**: 1
**LUMO**: -0.44 eV

The following is a DFT calculation (the ωB97M-V functional and the def2-TZVPD basis) of a structure of composition C2H2Br2NO5SSn.

```
14
C2H2Br2NO5SSn (the ωB97M-V functional and the def2-TZVPD basis)
Sn 0.24 2.06 0.66
Br -0.88 -1.77 1.82
Br 2.14 -1.64 2.78
S -1.05 -0.22 -0.68
O -1.43 -1.68 0.14
O -1.69 0.82 0.13
O -1.55 -0.55 -1.95
O 0.41 4.42 -2.91
O 0.40 -0.09 -0.46
N 0.05 2.93 -1.12
C 0.23 3.70 -2.03
C 1.00 -2.42 1.51
H 0.95 -3.50 1.59
H 1.17 -2.04 0.50
```

Properties
**Charge**: +1
**HOMO-LUMO gap**: 7.96 eV
**Maximum force**: 0.004 Eh/bohr
**2S+1**: 1
**LUMO**: -5.95 eV

The following is a DFT calculation (the ωB97M-V functional and the def2-TZVPD basis) of the ion C2H2Br2P with charge +1 at a distorted geometry.

```
7
C2H2Br2P (the ωB97M-V functional and the def2-TZVPD basis)
Br -3.31 -0.46 -0.01
Br 2.03 1.81 -0.01
P -1.49 0.80 0.00
C -0.09 -0.26 -0.02
C 1.24 0.10 0.02
H 1.91 -0.62 -0.21
H -0.29 -1.37 0.22
```

Properties
**Charge**: +1
**HOMO-LUMO gap**: 7.25 eV
**Maximum force**: 0.086 Eh/bohr
**2S+1**: 1
**LUMO**: -7.84 eV

The following is a DFT calculation (the ωB97M-V functional and the def2-TZVPD basis) of the ion C2H2Br2P with charge +1 at a distorted geometry.

```
7
C2H2Br2P (the ωB97M-V functional and the def2-TZVPD basis)
Br -2.34 -0.92 0.69
Br -1.02 2.35 0.23
P -0.67 0.34 1.31
C 0.82 -0.51 -1.07
C 0.82 -0.28 0.11
H 0.67 -0.90 -2.07
H 1.72 -0.07 0.81
```

Properties
**Charge**: +1
**HOMO-LUMO gap**: 7.27 eV
**Maximum force**: 0.078 Eh/bohr
**2S+1**: 1
**LUMO**: -7.51 eV

The following is a DFT calculation (the ωB97M-V functional and the def2-TZVPD basis) of a structure of composition C2H2Br3ClS at a distorted geometry.

```
9
C2H2Br3ClS (the ωB97M-V functional and the def2-TZVPD basis)
Br 1.86 -0.42 1.47
Br -1.84 0.53 1.64
Br -1.98 -0.84 -1.24
Cl 1.74 2.09 -1.83
S 0.40 1.68 -0.38
C -1.06 -0.69 0.42
C 0.73 -0.06 -0.04
H 1.04 -0.62 -0.91
H -0.90 -1.66 0.87
```

Properties
**HOMO-LUMO gap**: 9.15 eV
**Maximum force**: 0.075 Eh/bohr
**2S+1**: 1
**LUMO**: -0.14 eV

The following is a DFT calculation (the ωB97M-V functional and the def2-TZVPD basis) of a structure of composition C2H2Br3F at a distorted geometry.

```
8
C2H2Br3F (the ωB97M-V functional and the def2-TZVPD basis)
Br -2.66 0.76 1.71
Br -2.13 -1.84 -0.01
Br -2.81 0.77 -1.54
F 0.01 1.62 0.08
C -1.93 0.11 0.01
C -0.36 0.38 -0.19
H -0.05 0.23 -1.21
H 0.08 -0.36 0.51
```

Properties
**HOMO-LUMO gap**: 10.30 eV
**Maximum force**: 0.056 Eh/bohr
**2S+1**: 1
**LUMO**: -0.06 eV

The following is a DFT calculation (the ωB97M-V functional and the def2-TZVPD basis) of a structure of composition C2H2Br4N2 at a distorted geometry.

```
10
C2H2Br4N2 (the ωB97M-V functional and the def2-TZVPD basis)
Br 1.23 -1.37 2.72
Br 1.78 -1.64 -0.32
Br -1.55 -1.77 0.02
Br 0.92 2.32 -0.22
N 0.90 -0.67 0.92
N -0.82 0.88 -1.83
C -0.17 0.92 -0.81
C -0.39 -0.32 0.59
H -0.95 1.54 -2.56
H -0.94 0.11 1.48
```

Properties
**HOMO-LUMO gap**: 8.36 eV
**Maximum force**: 0.064 Eh/bohr
**2S+1**: 1
**LUMO**: -0.96 eV

The following is a DFT calculation (the ωB97M-V functional and the def2-TZVPD basis) of a structure of composition C2H2BrClINOS at a distorted geometry.

```
10
C2H2BrClINOS (the ωB97M-V functional and the def2-TZVPD basis)
I 3.26 1.04 0.07
Br 2.69 -2.19 0.01
Cl -2.45 -0.46 2.15
S -1.04 1.06 -0.40
O 1.67 -0.52 -1.93
N -0.71 -0.91 1.37
C -0.30 -0.31 0.37
C 2.21 -0.61 -0.93
H -0.39 -1.70 1.81
H -0.23 1.17 -1.49
```

Properties
**HOMO-LUMO gap**: 8.29 eV
**Maximum force**: 0.075 Eh/bohr
**2S+1**: 1
**LUMO**: -0.87 eV

The following is a DFT calculation (the ωB97M-V functional and the def2-TZVPD basis) of a cluster of 2 separate species, C2H2BrClO in total at a distorted geometry.

```
7
C2H2BrClO (the ωB97M-V functional and the def2-TZVPD basis)
Br 0.47 -2.00 0.09
Cl 2.15 0.56 -0.24
O 0.26 2.15 0.52
C 0.60 1.12 0.15
C -0.80 -0.65 -0.10
H -1.18 -0.74 -1.11
H -1.50 -0.44 0.69
```

Properties
**HOMO-LUMO gap (spin up / spin down)**: 7.46 / 8.28 eV
**Maximum force**: 0.075 Eh/bohr
**2S+1**: 3
**LUMO (spin up / spin down)**: 0.79 / -2.35 eV
**<S²>**: 2.01

The following is a DFT calculation (the ωB97M-V functional and the def2-TZVPD basis) of a structure of composition C2H2BrF2I at a distorted geometry.

```
8
C2H2BrF2I (the ωB97M-V functional and the def2-TZVPD basis)
I -0.41 1.45 1.65
Br 0.04 1.25 -1.69
F -0.93 4.58 1.54
F -2.70 3.45 1.39
C -0.04 0.11 -0.02
C -1.52 3.61 0.86
H 0.98 -0.38 -0.09
H -0.90 -0.60 -0.34
```

Properties
**HOMO-LUMO gap**: 8.29 eV
**Maximum force**: 0.056 Eh/bohr
**2S+1**: 1
**LUMO**: -0.48 eV

The following is a DFT calculation (the ωB97M-V functional and the def2-TZVPD basis) of a cluster of 2 separate species, C2H2BrFO in total at a distorted geometry.

```
7
C2H2BrFO (the ωB97M-V functional and the def2-TZVPD basis)
Br -2.18 -0.84 0.11
F 1.75 1.06 0.16
O -0.07 2.13 0.06
C -0.30 -1.00 -0.06
C 0.47 1.12 0.01
H 0.09 -1.25 -1.14
H 0.25 -1.21 0.87
```

Properties
**HOMO-LUMO gap**: 9.38 eV
**Maximum force**: 0.088 Eh/bohr
**2S+1**: 1
**LUMO**: -0.13 eV

The following is a DFT calculation (the ωB97M-V functional and the def2-TZVPD basis) of a cluster of 2 separate species, C2H2BrN3 in total at a distorted geometry.

```
8
C2H2BrN3 (the ωB97M-V functional and the def2-TZVPD basis)
Br 3.16 1.37 0.23
N -0.40 -0.51 0.47
N -1.90 1.32 -0.01
N -0.03 -2.95 0.46
C -0.27 -1.83 0.41
C -1.18 0.36 0.16
H -2.27 1.74 -0.90
H 2.89 0.50 -0.82
```

Properties
**Structure (SMILES)**: N#CN=C=N.Br
**HOMO-LUMO gap**: 11.00 eV
**Maximum force**: 0.041 Eh/bohr
**2S+1**: 1
**LUMO**: 0.34 eV

The following is a DFT calculation (the ωB97M-V functional and the def2-TZVPD basis) of a cluster of 2 separate species, C2H2BrO2S in total at a distorted geometry.

```
8
C2H2BrO2S (the ωB97M-V functional and the def2-TZVPD basis)
Br -1.14 -0.98 2.29
S 0.42 -0.65 -0.40
O 2.35 1.16 -1.80
O 2.80 1.83 0.32
C 2.61 1.46 -0.72
C -1.09 -0.06 0.51
H -0.65 0.98 0.90
H 0.15 0.14 -1.40
```

Properties
**Charge**: -1
**HOMO-LUMO gap**: 5.51 eV
**Maximum force**: 0.099 Eh/bohr
**2S+1**: 1
**LUMO**: 3.21 eV

The following is a DFT calculation (the ωB97M-V functional and the def2-TZVPD basis) of a structure of composition C2H2BrO2S2 at a distorted geometry.

```
9
C2H2BrO2S2 (the ωB97M-V functional and the def2-TZVPD basis)
Br -2.19 0.08 -0.29
S 0.17 -0.80 1.96
S 0.39 1.91 1.13
O 0.26 0.70 -1.72
O 0.52 -1.47 -0.92
C 0.21 0.33 0.68
C 0.21 -0.30 -0.75
H -0.10 1.54 -1.52
H 0.53 -1.99 1.43
```

Properties
**Charge**: -1
**HOMO-LUMO gap**: 7.72 eV
**Maximum force**: 0.086 Eh/bohr
**2S+1**: 1
**LUMO**: 3.13 eV

The following is a DFT calculation (the ωB97M-V functional and the def2-TZVPD basis) of the molecule C2H2BrP at a distorted geometry.

```
6
C2H2BrP (the ωB97M-V functional and the def2-TZVPD basis)
Br -3.91 -0.27 0.02
P -1.82 1.43 -0.07
C -0.60 0.24 -0.65
C -0.45 0.51 0.64
H 0.15 0.33 1.50
H -0.25 -0.35 -1.46
```

Properties
**Structure (SMILES)**: BrP1=CC=1
**HOMO-LUMO gap**: 8.88 eV
**Maximum force**: 0.043 Eh/bohr
**2S+1**: 1
**LUMO**: -0.54 eV